This record from the Open Molecules 2025 dataset describes a cluster of 9 separate species, C39H40F4N4O23S in total in a non-equilibrium geometry. The level of theory is ωB97M-V/def2-TZVPD.

The geometry in XYZ format:
```
111
Properties=species:S:1:pos:R:3:mulliken_charge:R:1
O 4.2960 -7.3188 -7.4967 -0.576
N 3.5629 -6.3097 -7.4213 0.970
O 3.5311 -5.4414 -8.2580 -0.589
C 2.8038 -6.1989 -6.1508 0.136
C 2.0710 -5.0725 -5.8988 -0.432
C 1.2977 -4.9810 -4.6990 -0.532
C 1.1958 -6.1597 -3.8775 -0.677
C 2.0590 -7.1748 -4.0395 -0.361
C 2.8412 -7.2418 -5.2024 -0.186
H 2.1211 -4.2697 -6.6195 0.505
H 0.7207 -4.0778 -4.5654 0.563
H 0.4971 -6.0470 -3.0617 0.383
H 2.0922 -7.9558 -3.2942 0.373
H 3.4651 -8.1218 -5.2550 0.419
O -5.0287 8.3790 -3.1225 -0.541
N -5.8788 7.9580 -2.3513 0.829
O -6.6494 8.7397 -1.7872 -0.524
C -5.7616 6.5181 -1.8998 0.221
C -6.9376 5.8224 -1.5240 -0.318
C -6.7908 4.4891 -1.0986 -0.654
C -5.4536 3.9000 -1.1934 -0.340
C -4.3741 4.4925 -1.6163 -0.786
C -4.5189 5.8665 -1.9535 -0.117
H -7.8633 6.3754 -1.4621 0.407
H -7.6108 3.9050 -0.7076 0.443
H -5.3092 2.9553 -0.6903 0.434
H -3.3660 4.1077 -1.5697 0.520
H -3.8023 6.4031 -2.5576 0.427
O 6.0515 -8.9056 8.2133 -0.543
N 5.0871 -8.8666 7.4574 0.874
O 4.0969 -9.6325 7.3526 -0.522
C 5.1967 -7.8660 6.3691 0.041
C 4.1001 -7.4484 5.5494 -0.358
C 4.2691 -6.7383 4.3823 -0.451
C 5.5822 -6.2504 4.1247 -0.263
C 6.6417 -6.5477 4.9611 -0.569
C 6.4247 -7.3479 6.0740 -0.031
H 3.1296 -7.8988 5.6966 0.351
H 3.4195 -6.6369 3.7232 0.375
H 5.7556 -5.7250 3.1972 0.343
H 7.6330 -6.2266 4.6771 0.357
H 7.2842 -7.6313 6.6633 0.395
O 2.4798 1.4437 4.5537 -0.588
N 2.6863 2.6024 4.9245 0.961
O 3.7834 3.1176 4.7659 -0.594
C 1.5664 3.2431 5.6482 0.097
C 0.2563 2.7671 5.6744 -0.346
C -0.6853 3.5060 6.3870 -0.587
C -0.2614 4.6007 7.0328 -0.331
C 0.9870 5.1303 6.9357 -0.581
C 1.9297 4.4691 6.1767 -0.248
H 0.1764 1.7888 5.2239 0.537
H -1.7120 3.1893 6.4969 0.449
H -1.0320 5.1207 7.5826 0.345
H 1.2852 6.0537 7.4099 0.396
H 2.9108 4.8808 5.9911 0.493
O -4.0989 -1.2190 2.5606 -0.548
C -4.8968 -0.3069 2.6760 0.670
O -4.5969 0.9982 2.8902 -0.268
C -5.7117 1.6274 3.3872 -0.342
C -6.8372 0.5905 3.3633 0.337
F -7.9109 0.9848 2.6687 -0.280
O -6.2591 -0.4727 2.6020 -0.316
H -5.4963 1.9324 4.4112 0.220
H -5.9517 2.4946 2.7720 0.291
H -7.2436 0.1978 4.2953 0.236
O 1.9760 9.5336 2.8453 -0.510
C 1.2066 8.6051 2.6281 0.651
O 0.2215 8.1135 3.5215 -0.333
C -0.4005 6.8964 2.9394 -0.318
C 0.7056 6.5834 1.7915 0.263
F 0.0708 6.0735 0.6504 -0.271
O 1.2931 7.8166 1.5287 -0.283
H -0.5916 6.0278 3.5695 0.263
H -1.2685 7.3340 2.4463 0.286
H 1.4394 5.8584 2.1437 0.250
O -4.3878 -2.2751 -7.0375 -0.601
C -4.0752 -1.3294 -6.2147 0.612
O -4.3147 -0.0593 -6.5560 -0.289
C -3.8147 0.7396 -5.5125 -0.531
C -3.3704 -0.1341 -4.4792 0.528
F -4.3113 -0.1965 -3.6339 -0.325
O -3.3291 -1.3571 -5.0735 -0.280
H -2.9466 1.3143 -5.8351 0.291
H -4.5555 1.4928 -5.2441 0.296
H -2.4855 0.2349 -3.9606 0.295
O -0.0934 1.2378 0.7565 -0.611
C -0.0967 0.0202 0.6115 0.676
O 0.1603 -0.8268 1.5859 -0.273
C 0.1855 -2.1420 1.1314 -0.306
C -0.1548 -2.0022 -0.3835 0.389
F -1.2253 -2.6883 -0.9341 -0.275
O -0.4954 -0.6213 -0.4402 -0.287
H 1.0892 -2.7495 1.1795 0.297
H -0.6194 -2.7104 1.5973 0.291
H 0.6948 -1.9894 -1.0662 0.103
C 4.4057 -1.4375 -2.9515 -1.165
C 3.5349 -0.1974 -3.3597 -0.180
O 2.6047 -0.6727 -4.3508 -0.267
S 1.9378 0.2392 -5.5672 1.146
C 3.3475 0.1171 -6.7807 -0.961
O 0.7903 -0.5137 -6.0722 -0.573
O 1.7743 1.5766 -5.0656 -0.615
H 5.1190 -1.8513 -3.6642 0.342
H 3.7626 -2.3103 -2.8383 0.284
H 4.9082 -1.3182 -1.9917 0.367
H 2.9847 0.2383 -2.5257 0.272
H 4.2354 0.4702 -3.8614 0.330
H 3.9823 -0.7447 -6.5749 0.288
H 3.9089 1.0436 -6.6607 0.348
H 2.9484 0.0010 -7.7884 0.386
```

Output
total energy = -4256.7867 Eh
M = 1040.8 g mol⁻¹
charge = 0
SMILES = O=[N+]([O-])c1ccccc1.O=[N+]([O-])c1ccccc1.O=[N+]([O-])c1ccccc1.O=[N+]([O-])c1ccccc1.O=C1OC[C@@H](F)O1.O=C1OC[C@@H](F)O1.O=C1OC[C@@H](F)O1.O=C1OC[C@@H](F)O1.CCOS(C)(=O)=O